No. 1
Density functional theory data (the ωB97M-V functional and the def2-TZVPD basis) for a 3-piece molecular cluster, C3H13NO3 overall at a distorted geometry.

Summary:
* calculated total energy: -10953.95048 eV
* molecular weight: 111.1 g/mol
* energy relative to the best compared isomer or geometry (same formula, charge and spin): 0.8211 eV
* 2S+1: 1
* total charge: 0
* highest occupied orbital energy: -9.39 eV
* SMILES string: C[C@H](O)CN.O.O

Atoms and positions in Å:
C 0.310 2.091 -0.142
C 0.029 0.610 -0.451
O 0.231 0.301 -1.810
C -1.358 0.214 0.021
N -1.660 -1.208 -0.237
H 0.493 2.179 0.928
H 1.236 2.304 -0.668
H -0.513 2.735 -0.440
H 0.754 0.040 0.123
H -0.402 0.731 -2.371
H -1.447 0.434 1.097
H -2.152 0.858 -0.358
H -2.546 -1.267 -0.701
H -0.935 -1.569 -0.837
O 2.583 -1.588 -4.224
H 2.451 -0.730 -3.818
H 2.728 -2.117 -3.421
O -0.248 -1.381 6.013
H -0.143 -0.795 5.258
H 0.591 -1.842 6.037

No. 2
Density functional theory data (the ωB97M-V functional and the def2-TZVPD basis) for a 3-piece molecular cluster, C3H13NO3 overall at a distorted geometry.

Summary:
* calculated total energy: -10953.20466 eV
* molecular weight: 111.1 g/mol
* energy relative to the best compared isomer or geometry (same formula, charge and spin): 1.5670 eV
* 2S+1: 1
* total charge: 0
* highest occupied orbital energy: -9.21 eV
* SMILES string: C[C@H](N)CO.O.O

Atoms and positions in Å:
C 2.070 -1.102 0.263
C 1.487 0.055 -0.641
N 1.879 1.367 -0.137
C -0.094 0.038 -0.775
O -0.482 0.971 -1.804
H 3.006 -0.885 0.914
H 1.357 -1.445 0.991
H 2.255 -2.053 -0.283
H 1.938 -0.024 -1.665
H 1.166 2.183 -0.327
H 1.939 1.353 0.950
H -0.470 -0.922 -1.029
H -0.550 0.289 0.169
H 0.345 1.341 -2.153
O -1.349 -2.238 1.949
H -1.444 -1.352 1.550
H -2.039 -2.200 2.630
O -3.344 1.619 -0.437
H -3.674 0.774 -0.096
H -3.996 2.233 -0.069